[1]
Computed, not measured: C9H19I2NO5P2S as an isolated structure at a distorted geometry, with ωB97M-V/def2-TZVPD.

Computed properties:
M: 569.1 g mol⁻¹
multiplicity: 1
frontier orbital gap: 8.34 eV
maximum force: 1.24 eV/A
energy: -66980.6361 eV
E_HOMO: -8.30 eV

Last column: Mulliken charge in e.
Positions of all 39 atoms, in Å:
C 3.294 2.514 0.790  -0.819
O 2.155 2.176 0.020  -0.243
C 2.041 0.797 -0.236  -0.959
C 0.704 0.568 -0.941  1.081
C 0.651 -0.907 -1.377  -1.055
O 1.477 -1.723 -0.566  -0.273
C 0.876 -2.903 -0.074  -0.606
P 1.677 -3.415 1.564  0.174
N 0.355 -2.980 2.588  -0.637
O 2.755 -2.197 1.822  -0.467
O -0.284 0.993 -0.042  -0.311
C -1.586 0.572 -0.272  0.685
O -1.928 0.771 -1.622  -0.505
C -2.521 1.313 0.679  -0.756
I -1.688 2.979 1.651  0.114
C -3.786 0.907 0.843  0.191
C -4.392 -0.263 0.110  -1.222
I -5.139 1.888 2.108  0.053
P 0.742 1.661 -2.482  0.041
S 0.004 3.445 -2.346  -0.362
H 4.000 3.062 0.167  0.270
H 3.792 1.628 1.182  0.352
H 2.979 3.153 1.610  0.241
H 2.032 0.260 0.710  0.294
H 2.859 0.451 -0.870  0.458
H 1.030 -0.969 -2.401  0.362
H -0.357 -1.311 -1.402  0.631
H -0.194 -2.767 0.098  0.338
H 1.064 -3.728 -0.759  0.361
H -0.257 -2.282 2.180  0.279
H 0.703 -2.621 3.468  0.291
H 2.348 -1.433 2.237  0.293
H -1.656 -0.494 -0.029  0.129
H -2.393 -0.001 -1.937  0.412
H -4.876 0.098 -0.796  0.284
H -3.629 -0.991 -0.144  0.257
H -5.148 -0.745 0.719  0.492
H 0.166 0.881 -3.499  0.054
H 2.111 1.652 -2.793  0.077

[2]
Computed, not measured: C13H12AsMoN4O6S2 as an isolated structure at a distorted geometry, with ωB97M-V/def2-TZVPD.

Computed properties:
M: 555.3 g mol⁻¹
multiplicity: 3
frontier orbital gap (alpha / beta): 7.86 / 7.75 eV
maximum force: 1.64 eV/A
relative energy (zero: lowest compared OMol25 entry of this formula, charge and spin): 0.0448 eV
energy: -116280.6860 eV
E_HOMO (alpha / beta): -11.99 / -12.88 eV
total charge: +1

Last column: Mulliken spin population.
Positions of all 39 atoms, in Å:
Mo 0.229 0.416 1.080  1.841
N -1.592 2.288 3.821  0.004
C -0.687 1.462 3.326  0.009
S 0.820 2.100 2.675  0.061
N -1.010 0.157 3.294  -0.061
N 0.015 -0.587 2.778  -0.071
C 0.662 -1.582 3.228  0.135
C 1.765 -1.927 2.317  0.018
C 2.637 -2.970 2.506  0.015
C 3.692 -3.120 1.608  0.017
C 3.827 -2.217 0.576  0.007
C 2.900 -1.190 0.442  0.039
N 1.883 -1.045 1.288  -0.042
H -1.426 3.278 3.817  0.001
H -2.476 1.931 4.150  0.000
H 0.453 -2.049 4.183  -0.005
H 2.499 -3.647 3.337  0.001
H 4.398 -3.930 1.728  0.001
H 4.638 -2.287 -0.135  0.000
H 2.975 -0.461 -0.352  -0.001
O 0.744 -1.464 -1.964  0.003
As 0.783 0.268 -2.215  0.025
O 1.975 0.659 -3.232  -0.002
O 1.042 0.860 -0.570  -0.007
C -0.948 0.908 -2.696  0.008
C -0.985 1.461 -3.965  -0.001
C -2.183 1.955 -4.477  0.000
C -3.340 1.894 -3.728  0.000
C -3.319 1.352 -2.447  0.000
C -2.128 0.869 -1.934  0.002
S -2.176 0.322 -0.269  -0.002
O -1.524 1.430 0.546  -0.004
O -3.509 0.016 0.098  0.001
O -1.154 -0.769 -0.129  0.009
H 1.283 -1.838 -2.679  0.001
H -0.076 1.500 -4.552  0.000
H -2.202 2.384 -5.470  0.000
H -4.269 2.270 -4.134  0.000
H -4.220 1.300 -1.851  0.000

[3]
Computed, not measured: a 2-piece molecular cluster, C4H7Cl3Si overall at a distorted geometry, with ωB97M-V/def2-TZVPD.

Computed properties:
M: 189.5 g mol⁻¹
multiplicity: 1
frontier orbital gap: 9.33 eV
maximum force: 5.32 eV/A
relative energy (zero: lowest compared OMol25 entry of this formula, charge and spin): 4.4100 eV
energy: -49705.1840 eV
E_HOMO: -9.17 eV

Last column: Mulliken charge in e.
Positions of all 15 atoms, in Å:
C -1.508 -0.941 0.745  -0.936
C -2.647 -0.539 0.244  0.531
C 0.755 0.280 -1.780  -0.837
C 1.864 -0.064 1.257  -0.935
Si 0.590 0.642 0.053  0.650
Cl -4.269 -1.280 0.348  -0.196
Cl -2.713 0.849 -0.825  -0.205
Cl 0.238 2.613 0.577  -0.242
H -1.417 -1.729 1.357  0.418
H 1.911 0.443 -2.131  0.306
H 0.522 -0.789 -2.022  0.310
H 0.206 1.123 -2.414  0.255
H 2.352 -0.968 0.884  0.312
H 2.769 0.641 1.443  0.300
H 1.347 -0.279 2.261  0.271

[4]
Computed, not measured: an isolated ion of composition C4H9N and charge +1 at a distorted geometry, with ωB97M-V/def2-TZVPD.

Computed properties:
M: 71.1 g mol⁻¹
multiplicity: 2
frontier orbital gap (alpha / beta): 10.75 / 9.33 eV
maximum force: 2.33 eV/A
relative energy (zero: lowest compared OMol25 entry of this formula, charge and spin): 0.8656 eV
energy: -5775.5715 eV
E_HOMO (alpha / beta): -14.74 / -16.64 eV
total charge: +1

Last column: Mulliken spin population.
Positions of all 14 atoms, in Å:
C 1.159 -0.113 -1.966  0.068
C 0.326 -0.960 -0.961  0.032
C 0.294 -0.222 0.308  0.369
C -0.902 0.342 0.774  0.218
N -0.987 0.909 1.976  0.284
H 2.007 -0.631 -2.394  -0.001
H 0.517 0.234 -2.778  -0.004
H 1.515 0.806 -1.493  -0.001
H 0.750 -1.944 -0.730  0.033
H -0.695 -1.073 -1.328  -0.004
H 1.150 -0.152 0.964  0.007
H -1.736 0.495 0.098  0.011
H -1.936 1.003 2.340  -0.009
H -0.471 0.460 2.734  -0.004

[5]
Computed, not measured: a 2-piece molecular cluster, C5H12N4 overall at a distorted geometry, with ωB97M-V/def2-TZVPD.

Computed properties:
M: 128.2 g mol⁻¹
multiplicity: 1
frontier orbital gap (alpha / beta): 7.48 / 7.48 eV
maximum force: 1.24 eV/A
relative energy (zero: lowest compared OMol25 entry of this formula, charge and spin): 5.2356 eV
energy: -11334.9857 eV
E_HOMO (alpha / beta): -7.38 / -7.38 eV

Last column: Mulliken charge in e.
Positions of all 21 atoms, in Å:
C 0.359 0.646 -0.005  1.700
C -0.185 2.010 0.349  -2.004
C 1.432 0.211 0.958  -1.388
C 0.678 0.544 -1.473  -1.484
C -0.309 -1.863 -0.107  -0.043
N -0.099 -3.123 -0.489  -0.295
N -1.533 -1.511 0.187  -1.193
N -1.613 -0.229 0.497  1.392
N -2.685 0.227 0.941  -0.982
H -0.838 -3.819 -0.519  0.266
H 0.827 -3.429 -0.730  0.207
H -2.570 1.242 1.020  0.266
H -1.025 2.296 -0.285  0.431
H 0.614 2.748 0.192  0.451
H -0.487 2.076 1.395  0.424
H 1.021 0.020 1.950  0.361
H 2.172 1.019 1.061  0.423
H 1.947 -0.683 0.617  0.334
H -0.227 0.581 -2.080  0.356
H 1.299 1.405 -1.766  0.443
H 1.221 -0.366 -1.714  0.337

[6]
Computed, not measured: one molecule with the formula C12F23N at a distorted geometry, with ωB97M-V/def2-TZVPD.

Computed properties:
M: 595.1 g mol⁻¹
multiplicity: 1
frontier orbital gap: 12.27 eV
maximum force: 2.57 eV/A
relative energy (zero: lowest compared OMol25 entry of this formula, charge and spin): 0.2246 eV
energy: -76434.8012 eV
E_HOMO: -12.35 eV
SMILES: FC1(F)N([C@]2(F)C(F)(F)C(F)(F)[C@@](F)(C(F)(F)F)C(F)(F)C2(F)F)C(F)(F)C(F)(F)C(F)(F)C1(F)F

Last column: Mulliken charge in e.
Positions of all 36 atoms, in Å:
F 0.956 -2.419 -1.416  -0.349
C 0.588 -1.263 -1.979  0.303
F 1.776 -0.774 -2.352  -0.285
N -0.181 -0.439 -0.969  0.460
C 0.548 0.691 -0.248  0.619
F 1.116 1.397 -1.286  -0.439
C 1.700 0.248 0.719  0.521
F 2.686 1.180 0.817  -0.295
F 2.331 -0.860 0.282  -0.304
C 1.168 -0.126 2.123  0.441
F 2.148 -0.694 2.921  -0.333
F 0.220 -1.070 1.952  -0.253
C 0.508 1.047 2.916  0.748
F -0.028 0.446 4.007  -0.404
C 1.527 2.102 3.467  0.563
F 2.690 1.597 3.944  -0.247
F 0.974 2.852 4.443  -0.257
F 1.912 2.997 2.515  -0.218
C -0.619 1.630 2.043  0.445
F -1.734 0.902 2.203  -0.257
F -0.989 2.838 2.532  -0.320
C -0.249 1.851 0.500  0.267
F -1.396 2.158 -0.165  -0.299
F 0.441 3.048 0.409  -0.280
C -1.652 -0.551 -1.207  0.380
F -2.273 -0.411 -0.038  -0.272
F -1.997 0.445 -2.041  -0.336
C -2.103 -1.922 -1.748  0.729
F -1.730 -2.903 -0.876  -0.272
F -3.477 -1.959 -1.794  -0.317
C -1.461 -2.262 -3.096  0.545
F -2.376 -1.875 -4.011  -0.286
F -1.299 -3.597 -3.229  -0.275
C -0.129 -1.561 -3.300  0.855
F -0.267 -0.384 -3.971  -0.272
F 0.674 -2.356 -4.069  -0.308

Which of these has the lowest M?
C4H9N

Among the records above, which one has the highest M?
C12F23N

What did the second record say?
Computed, not measured: C13H12AsMoN4O6S2 as an isolated structure at a distorted geometry, with ωB97M-V/def2-TZVPD.

Computed properties:
M: 555.3 g mol⁻¹
multiplicity: 3
frontier orbital gap (alpha / beta): 7.86 / 7.75 eV
maximum force: 1.64 eV/A
relative energy (zero: lowest compared OMol25 entry of this formula, charge and spin): 0.0448 eV
energy: -116280.6860 eV
E_HOMO (alpha / beta): -11.99 / -12.88 eV
total charge: +1

Last column: Mulliken spin population.
Positions of all 39 atoms, in Å:
Mo 0.229 0.416 1.080  1.841
N -1.592 2.288 3.821  0.004
C -0.687 1.462 3.326  0.009
S 0.820 2.100 2.675  0.061
N -1.010 0.157 3.294  -0.061
N 0.015 -0.587 2.778  -0.071
C 0.662 -1.582 3.228  0.135
C 1.765 -1.927 2.317  0.018
C 2.637 -2.970 2.506  0.015
C 3.692 -3.120 1.608  0.017
C 3.827 -2.217 0.576  0.007
C 2.900 -1.190 0.442  0.039
N 1.883 -1.045 1.288  -0.042
H -1.426 3.278 3.817  0.001
H -2.476 1.931 4.150  0.000
H 0.453 -2.049 4.183  -0.005
H 2.499 -3.647 3.337  0.001
H 4.398 -3.930 1.728  0.001
H 4.638 -2.287 -0.135  0.000
H 2.975 -0.461 -0.352  -0.001
O 0.744 -1.464 -1.964  0.003
As 0.783 0.268 -2.215  0.025
O 1.975 0.659 -3.232  -0.002
O 1.042 0.860 -0.570  -0.007
C -0.948 0.908 -2.696  0.008
C -0.985 1.461 -3.965  -0.001
C -2.183 1.955 -4.477  0.000
C -3.340 1.894 -3.728  0.000
C -3.319 1.352 -2.447  0.000
C -2.128 0.869 -1.934  0.002
S -2.176 0.322 -0.269  -0.002
O -1.524 1.430 0.546  -0.004
O -3.509 0.016 0.098  0.001
O -1.154 -0.769 -0.129  0.009
H 1.283 -1.838 -2.679  0.001
H -0.076 1.500 -4.552  0.000
H -2.202 2.384 -5.470  0.000
H -4.269 2.270 -4.134  0.000
H -4.220 1.300 -1.851  0.000